Formula: C32H91CrCu3N5O19P2
Source: OMol25
Level of theory: ωB97M-V with the def2-TZVPD basis set

XYZ file:
```
153
Properties=species:S:1:pos:R:3:forces:R:3:lowdin_charge:R:1
Cr 0.78808 0.21671 -2.40873 -0.1144 -1.1924 -1.5166 0.689
Cu 1.43713 1.18352 1.64484 0.9531 0.0252 0.1467 0.320
Cu 2.46504 -1.86451 -0.57425 -0.7791 -0.0871 -1.0121 0.476
Cu -0.40866 -2.70556 -1.78847 0.5716 -0.3918 -0.6905 0.313
P 1.84848 -2.09989 -3.46012 -0.2571 -1.4371 0.1382 0.028
O 2.45673 -2.49868 -4.75198 0.3324 0.6510 -0.5738 -0.346
O 0.42542 -1.43869 -3.55449 -0.9679 0.4322 -0.1466 -0.408
O 2.54538 -0.92667 -2.64702 1.1661 0.3807 0.5192 -0.429
O 1.72224 -3.31650 -2.49850 -0.1115 0.7025 1.0617 -0.367
P -0.07246 -0.55394 0.05271 2.3501 0.1769 -1.8936 0.215
O 0.38570 -2.02555 0.18276 -0.4528 -0.1233 0.8094 -0.322
O -0.88987 -0.45280 -1.28277 -0.9555 0.4690 1.8580 -0.402
O 1.23709 0.24441 -0.38646 -0.4955 0.0903 2.0448 -0.403
O -0.59697 0.08186 1.34111 -0.6685 -0.1408 -0.3908 -0.335
C 6.65321 0.99704 -1.28037 0.0835 -0.1279 -0.2008 -0.081
C 5.27237 1.03820 -1.88829 -0.5734 0.3353 0.0746 -0.338
O 4.40386 0.14628 -1.21747 0.0759 0.1353 -0.1473 -0.128
H 6.67662 1.44928 -0.28905 -0.0113 -0.0458 0.0486 0.055
H 7.35518 1.52656 -1.92789 0.0612 0.0469 0.0960 0.071
H 6.96760 -0.04449 -1.20447 0.0788 0.0321 0.0453 0.081
H 5.31116 0.82097 -2.96247 0.0695 -0.2286 0.0713 0.118
H 4.85236 2.05986 -1.80972 0.1916 -0.0141 -0.0278 0.102
H 3.71213 -0.18521 -1.86456 0.1941 -0.1283 0.1520 0.020
C -3.76178 3.22376 -0.29550 -0.1097 0.2258 -0.6553 -0.067
C -2.87193 2.03134 -0.11296 -0.0231 -0.1946 0.4539 -0.317
O -2.17410 2.15241 1.11772 0.1679 0.1227 0.0946 -0.116
H -3.14411 4.11700 -0.41981 -0.1091 0.0936 0.1380 0.076
H -4.46840 3.37062 0.51870 0.0908 -0.0605 0.1557 0.078
H -4.32912 3.09194 -1.22342 -0.0202 0.1113 0.0558 0.063
H -2.16721 1.96503 -0.94795 -0.0197 -0.1407 -0.0144 0.087
H -3.46964 1.11009 -0.08282 0.0627 -0.0165 -0.1414 0.116
H -1.61374 1.34357 1.21750 -0.1897 0.0203 -0.1644 0.016
C 0.35281 -4.19758 4.57497 -0.0655 0.2752 0.2969 -0.083
C 0.03191 -3.92314 3.12397 -0.3630 0.5973 -0.1598 -0.316
O 1.04705 -3.10434 2.56435 -0.1583 -0.3398 0.0319 -0.116
H 0.12803 -3.33001 5.20524 -0.0183 0.0850 -0.2094 0.060
H 1.41890 -4.38382 4.71410 -0.0783 -0.4046 -0.0794 0.076
H -0.27452 -5.00561 4.95558 0.2600 -0.1773 0.0103 0.071
H -0.93850 -3.39807 3.09006 0.1088 -0.0265 -0.0895 0.103
H -0.10640 -4.83590 2.53382 0.2624 -0.1389 0.1419 0.101
H 0.74330 -2.78279 1.68252 0.0889 0.0555 0.0396 0.029
C -1.24157 4.98256 3.09429 -0.0389 0.1303 0.2973 -0.076
C -0.07677 4.57633 2.21287 -0.9236 -0.3853 -0.4903 -0.292
O 0.17226 3.17431 2.33122 0.5102 0.0274 0.3555 -0.120
H -2.12131 4.39468 2.82986 -0.0184 0.0074 0.0052 0.071
H -1.48505 6.04236 2.97755 0.0416 -0.0336 -0.1049 0.073
H -1.01968 4.81568 4.15057 0.0464 -0.0836 -0.0369 0.077
H 0.80957 5.16105 2.44601 0.2560 -0.2881 -0.0300 0.107
H -0.37796 4.73522 1.16942 0.2670 0.4222 0.0130 0.101
H -0.64808 2.75028 2.03202 -0.1420 0.1164 -0.0929 0.040
C -4.70228 -3.36266 -2.18464 -0.0273 0.2412 -0.0309 -0.072
C -4.00339 -2.19839 -1.50630 0.2602 -0.5023 0.5418 -0.322
O -2.82109 -1.92910 -2.21562 -0.2276 0.1663 -0.5772 -0.099
H -3.95686 -4.11736 -2.43814 0.0006 0.0017 -0.0313 0.066
H -5.18771 -3.01564 -3.09852 0.0149 -0.1734 -0.0556 0.071
H -5.44737 -3.81857 -1.53116 -0.0738 0.0677 -0.0118 0.071
H -3.73627 -2.49587 -0.47961 -0.1731 0.1195 0.0172 0.096
H -4.65652 -1.31769 -1.44168 -0.0138 -0.0029 -0.0492 0.101
H -2.33076 -1.18425 -1.81577 0.1282 -0.2197 0.2044 0.022
C -4.03349 -2.40973 3.52147 -0.6331 -0.2081 0.2660 -0.096
C -3.33528 -1.58845 2.47163 0.0403 0.3432 0.0378 -0.343
O -2.50406 -0.62401 3.10284 -0.0834 -0.3111 -0.2207 -0.098
H -4.70792 -1.79413 4.12393 0.1848 0.1296 0.0009 0.072
H -3.34520 -2.90663 4.20647 0.1472 0.0375 -0.1206 0.066
H -4.67656 -3.16943 3.06513 0.1774 -0.0312 -0.0831 0.071
H -4.08568 -1.06916 1.85561 0.0174 -0.1375 -0.0399 0.108
H -2.75918 -2.24203 1.80000 0.0887 0.0846 0.0682 0.096
H -1.90285 -0.29706 2.40294 0.0449 -0.1237 0.3287 0.016
C 3.05835 2.90314 -5.25698 0.2975 0.1255 0.3457 -0.051
C 2.43004 2.22530 -4.04236 0.0573 -0.3682 -0.4479 -0.405
C 1.82787 3.20772 -3.04570 0.1800 -0.4071 0.2631 -0.162
O 1.22220 2.46994 -1.98716 0.3302 0.4989 -0.2370 -0.252
C 0.42316 3.27102 -1.14169 -0.2826 -0.4050 0.1957 -0.081
N 1.42327 1.23255 -4.41297 -0.4460 0.5105 -0.2220 0.037
H 3.51262 2.14115 -5.89010 -0.1684 -0.0429 -0.0972 0.081
H 3.88005 3.57061 -4.97219 -0.2056 0.1371 0.0117 0.076
H 2.30397 3.45179 -5.82363 0.0698 0.0516 -0.0709 0.077
H 3.21972 1.69782 -3.50118 -0.0682 -0.1264 -0.0417 0.115
H 1.07664 3.87964 -3.47926 0.1172 0.0216 -0.2094 0.136
H 2.67006 3.77280 -2.62514 -0.2123 0.3650 -0.0772 0.131
H 0.95876 4.15634 -0.78592 0.0115 0.0561 -0.1524 0.095
H 0.16239 2.66174 -0.27609 0.0953 -0.0229 -0.0093 0.069
H -0.51813 3.53595 -1.64223 0.1630 0.2482 -0.0695 0.097
H 1.68994 0.55357 -5.12238 0.5473 -0.1181 0.3845 0.108
H 0.60378 1.69076 -4.80697 -0.0594 0.0430 0.2745 0.081
C -1.34089 -6.93025 -4.55089 -0.7183 -0.1092 -0.4234 -0.084
C -0.88641 -5.77993 -3.66717 0.6472 0.0533 -0.3934 -0.446
C -1.31193 -6.02013 -2.23802 0.1300 -0.1040 -0.0496 -0.197
O -1.17078 -4.82123 -1.49242 0.0063 0.0195 0.0374 -0.211
C -1.58364 -4.95845 -0.16241 -0.3146 0.3739 0.6879 -0.102
N 0.57831 -5.66105 -3.71380 -0.5053 -0.1633 0.1605 0.060
H -1.11465 -6.75675 -5.60672 0.3546 0.0916 0.1353 0.072
H -2.43643 -7.01981 -4.54540 0.0893 -0.0354 0.2303 0.069
H -0.91667 -7.89558 -4.26921 0.1301 0.1085 0.1316 0.075
H -1.36989 -4.86146 -4.03977 -0.1559 -0.0295 0.2313 0.144
H -0.65210 -6.78391 -1.80292 -0.0367 -0.0095 -0.0249 0.135
H -2.34643 -6.38956 -2.17616 -0.0353 0.1868 -0.0330 0.124
H -1.16442 -5.83453 0.34709 0.0542 -0.1012 -0.2681 0.094
H -2.68173 -4.98975 -0.08109 0.0596 -0.1792 -0.1082 0.093
H -1.25056 -4.07625 0.38857 0.0654 0.0168 -0.1212 0.069
H 0.89413 -4.90682 -3.09108 0.1346 -0.0304 -0.1944 0.025
H 0.85590 -5.35664 -4.64105 0.0804 0.0427 0.0350 0.075
C 2.24256 -0.47632 5.72413 0.5039 -0.2189 1.0407 -0.044
C 0.99996 -0.15014 4.95815 -0.2380 -0.3431 -1.2600 -0.422
C 0.55481 1.27974 5.16428 0.1145 0.4413 -0.1723 -0.206
O 0.19956 1.59350 6.49466 0.1213 -0.1714 0.2506 -0.187
C -0.96273 0.91153 6.93485 0.0740 0.8626 0.1407 -0.101
N 1.23491 -0.33826 3.50607 -0.2935 0.3995 0.1745 0.072
H 2.43803 -1.55105 5.75678 -0.0395 0.0084 -0.1225 0.077
H 2.14682 -0.13857 6.76258 -0.0746 -0.0865 -0.0377 0.083
H 3.14451 0.00517 5.33753 -0.2011 0.0904 -0.3338 0.067
H 0.18731 -0.84419 5.20269 0.0286 0.1055 0.5025 0.124
H -0.26104 1.56919 4.48787 -0.0632 -0.2944 -0.0227 0.122
H 1.39895 1.92245 4.89119 -0.0435 0.0663 0.1476 0.120
H -1.18933 1.31879 7.92186 0.0437 -0.1277 0.0299 0.084
H -0.80894 -0.16297 7.01807 -0.1419 -0.1038 -0.1262 0.080
H -1.80449 1.17232 6.28336 -0.0356 -0.4041 -0.0971 0.094
H 0.32931 -0.20105 3.05825 -0.0167 -0.2227 0.0214 0.038
H 1.41069 -1.33098 3.33720 0.1659 0.1194 -0.0887 0.064
C 3.71581 3.70229 1.07097 -0.0377 -0.1453 0.0657 -0.033
C 4.38252 2.55088 1.81575 -0.1465 -0.5117 -0.6307 -0.398
C 4.48129 2.76705 3.30405 0.2652 0.5747 -0.0257 -0.216
O 5.29806 1.75888 3.84487 0.1000 -0.4224 0.2718 -0.183
C 5.46498 1.91836 5.23640 0.1110 0.0244 -0.0416 -0.113
N 3.64033 1.30340 1.54737 -0.6869 0.4354 0.1705 0.070
H 4.42298 4.50437 0.85612 -0.0082 0.0365 0.0552 0.081
H 2.86876 4.10926 1.62935 -0.0185 -0.0727 -0.0050 0.067
H 3.33395 3.30745 0.12585 -0.0045 0.1384 -0.0407 0.070
H 5.38695 2.40587 1.39775 0.1575 0.2881 0.2996 0.128
H 3.48529 2.77766 3.77253 -0.0366 -0.1832 -0.1172 0.125
H 4.93933 3.74807 3.51670 -0.0509 -0.0082 -0.1235 0.132
H 6.08007 1.11553 5.64082 -0.0620 -0.1868 -0.2841 0.088
H 4.49056 1.88711 5.73550 0.0854 0.2324 0.1418 0.080
H 6.00630 2.85176 5.44270 -0.2971 0.0924 0.1129 0.087
H 3.77792 1.02272 0.57231 0.0678 -0.2464 0.1236 0.063
H 3.99245 0.57685 2.16197 -0.0124 -0.1181 -0.1521 0.094
C -2.68859 2.10267 -5.40895 0.7067 0.3524 -0.1580 -0.058
C -2.66749 1.87852 -3.89676 -0.2224 -0.5348 -0.8544 -0.406
C -3.97411 1.22288 -3.47133 0.1079 0.3864 0.8180 -0.213
O -5.03561 2.15364 -3.54926 0.2180 0.2197 -0.2704 -0.195
C -6.26948 1.56570 -3.26265 -0.2942 0.1054 0.1597 -0.124
N -1.53679 0.99943 -3.56541 -0.5687 0.0393 -0.7603 0.061
H -3.56560 2.65974 -5.73337 -0.0740 -0.0380 0.0671 0.076
H -2.61610 1.16684 -5.97149 -0.2614 -0.1034 0.1860 0.085
H -1.79845 2.67278 -5.70590 -0.1366 0.0481 0.0397 0.072
H -2.55060 2.86724 -3.44397 -0.1313 -0.1414 0.3896 0.133
H -3.86460 0.90693 -2.42009 -0.0932 -0.1569 -0.1107 0.103
H -4.18824 0.32806 -4.07044 0.1034 0.0218 -0.0701 0.139
H -6.50792 0.79206 -4.00224 -0.0826 -0.0981 0.1519 0.090
H -7.03005 2.34588 -3.29845 0.0161 0.0043 -0.1263 0.085
H -6.29014 1.15035 -2.24509 0.0577 -0.1911 -0.1134 0.087
H -1.53133 0.28536 -4.29644 0.4349 -0.0287 0.1308 0.090
H -1.72917 0.44648 -2.73712 -0.0209 0.3267 0.2482 0.017
```
Forces are in eV/Å.

F_max ... 3.02 eV/Å
M ... 1154.68 g mol⁻¹
Net charge ... -1
HOMO-LUMO gap (spin up / spin down) ... 5.7704 / 6.4897 eV
Multiplicity ... 5